No. 1
C3H6N2O | ωB97M-V/def2-TZVPD

Output
SMILES ... C/N=C/NC=O
Multiplicity ... 1
Energy above the lowest of the compared OMol25 structures with the same formula, charge and spin ... 2.0187 eV
Highest occupied orbital energy ... -9.022 eV
Largest force on an atom ... 0.0128 hartree/bohr
Lowest unoccupied orbital energy ... 0.879 eV

Geometry (Å):
C 0.35357 -1.86175 -1.23855
N 0.04141 -0.55032 -0.82198
C -0.66419 0.20799 -0.14043
N 0.02996 1.36599 0.30345
C -0.14123 1.87238 1.56720
O 0.74902 2.33812 2.24029
H 1.36277 -2.00929 -0.84148
H -0.26741 -2.69320 -0.88743
H 0.43148 -1.88488 -2.32875
H -1.71393 0.15486 0.19742
H 1.00696 1.24595 0.04605
H -1.18841 1.81417 1.90422

These are the Mulliken partial charges, in e, on atoms 1 to 2: number 1, C, carries -0.7043; number 2, N, carries -0.3131


No. 2
C3H6N2O | ωB97M-V/def2-TZVPD

Output
SMILES ... c1c[nH]cn1.O
Multiplicity ... 1
Energy above the lowest of the compared OMol25 structures with the same formula, charge and spin ... 2.8716 eV
Highest occupied orbital energy ... -8.403 eV
Largest force on an atom ... 0.0794 hartree/bohr
Lowest unoccupied orbital energy ... 0.816 eV

Geometry (Å):
C -0.14502 -0.47933 0.67336
C -1.07297 0.50390 0.31256
N -0.21683 1.63165 0.08016
C 0.96188 1.36117 0.63849
N 0.98629 0.11339 1.12139
H -0.47756 -1.40403 0.14464
H -2.13789 0.39163 0.17941
H -0.43884 2.21322 -0.73680
H 1.89330 1.90017 0.77235
H 0.49545 -1.90462 -1.99579
H -0.24710 -3.18419 -1.50666
O -0.36474 -2.32764 -1.92623

These are the Mulliken partial charges, in e, on atoms 1 to 2: number 1, C, carries -0.0719; number 2, C, carries -0.3756


No. 3
C3H6N2O | ωB97M-V/def2-TZVPD

Output
Multiplicity ... 1
Energy above the lowest of the compared OMol25 structures with the same formula, charge and spin ... 4.4881 eV
Highest occupied orbital energy ... -8.224 eV
Largest force on an atom ... 0.0212 hartree/bohr
Lowest unoccupied orbital energy ... 0.444 eV

Geometry (Å):
N -1.13901 1.46469 0.74714
C 0.03733 1.01076 0.07228
C 0.70877 -1.15160 0.12897
O 1.17626 -2.17376 0.88554
C -0.06759 0.61920 -1.30504
N -0.04422 -0.09239 -2.22974
H -1.25212 2.47598 0.74162
H -1.98658 1.05935 0.36831
H 0.87465 1.69091 0.25028
H -0.29604 -1.30257 -0.21941
H 1.50927 -0.77286 -0.48341
H 0.47928 -2.82770 1.04346

These are the Mulliken partial charges, in e, on atoms 1 to 2: number 1, N, carries -0.5420; number 2, C, carries -0.3373


No. 4
C3H6N2O | ωB97M-V/def2-TZVPD

Output
SMILES ... C/N=C/NC=O
Multiplicity ... 1
Energy above the lowest of the compared OMol25 structures with the same formula, charge and spin ... 1.4362 eV
Highest occupied orbital energy ... -9.417 eV
Largest force on an atom ... 0.0104 hartree/bohr
Lowest unoccupied orbital energy ... 0.820 eV

Geometry (Å):
C -1.19802 -1.43475 0.91921
N -0.25662 -0.41459 0.54436
C -0.24471 0.01440 -0.63859
N 0.67956 0.99792 -1.02883
C 1.49043 1.63942 -0.08839
O 1.11625 2.07958 0.96499
H -0.63461 -2.31630 1.24539
H -1.89323 -1.73244 0.11791
H -1.77862 -1.08839 1.77981
H -0.90047 -0.34210 -1.44995
H 1.07458 0.90059 -1.95470
H 2.54546 1.69666 -0.41120

These are the Mulliken partial charges, in e, on atoms 1 to 2: number 1, C, carries -0.6898; number 2, N, carries -0.3483


No. 5
C3H6N2O | ωB97M-V/def2-TZVPD

Output
Multiplicity ... 1
Energy above the lowest of the compared OMol25 structures with the same formula, charge and spin ... 5.0735 eV
Highest occupied orbital energy ... -9.484 eV
Largest force on an atom ... 0.1525 hartree/bohr
Lowest unoccupied orbital energy ... -0.195 eV

Geometry (Å):
C 1.93443 1.07823 0.93809
C -0.08042 0.15012 -0.03850
C -1.33196 -0.81019 0.22334
H 2.53837 0.63987 0.11086
H 1.91927 2.28317 0.75215
H 2.72004 0.85170 1.97015
H 1.33502 0.32598 -1.61990
H 0.09185 -1.15414 -1.62213
H -1.76671 -0.99276 1.24646
N 0.52933 0.61446 1.04468
N 0.33199 0.21888 -1.28398
O -1.99993 -1.28702 -0.73751

These are the Mulliken partial charges, in e, on atoms 1 to 2: number 1, C, carries -0.6929; number 2, C, carries 0.5264


No. 6
C3H6N2O | ωB97M-V/def2-TZVPD

Output
Multiplicity ... 1
Energy above the lowest of the compared OMol25 structures with the same formula, charge and spin ... 4.1967 eV
Highest occupied orbital energy (spin up / spin down) ... -9.623 / -9.623 eV
Largest force on an atom ... 0.0303 hartree/bohr
Lowest unoccupied orbital energy (spin up / spin down) ... -0.696 / -0.694 eV

Geometry (Å):
O -1.15960 1.41606 2.09411
C -0.53889 0.72901 1.22673
N -0.90129 -0.43257 0.63904
C -0.29699 -0.69609 -0.66571
C 1.10937 -0.09438 -0.70688
N 0.51867 1.47679 1.20265
H -1.87484 -0.68267 0.77512
H -0.89046 -0.21967 -1.45434
H -0.29139 -1.77244 -0.85617
H 1.75885 -0.49652 0.10994
H 1.56677 -0.27412 -1.68889
H 0.99980 1.04660 -0.67560

These are the Mulliken partial charges, in e, on atoms 1 to 2: number 1, O, carries -0.5227; number 2, C, carries 0.7132


No. 7
C3H6N2O | ωB97M-V/def2-TZVPD

Output
SMILES ... C/N=C\NC=O
Multiplicity ... 1
Energy above the lowest of the compared OMol25 structures with the same formula, charge and spin ... 1.6346 eV
Highest occupied orbital energy ... -10.313 eV
Largest force on an atom ... 0.0167 hartree/bohr
Lowest unoccupied orbital energy ... 0.932 eV

Geometry (Å):
C 0.38311 -0.17988 1.51078
N 0.98620 -1.09061 0.50717
C 0.81645 -0.74470 -0.69545
N 0.14642 0.46516 -1.02351
C -1.21664 0.48941 -1.12557
O -1.87951 1.50082 -1.13646
H -0.19525 0.70699 1.19167
H -0.30968 -0.79252 2.08555
H 1.19253 0.17831 2.14508
H 1.14454 -1.32568 -1.56155
H 0.57232 1.32499 -0.70167
H -1.64048 -0.53228 -1.19605

These are the Mulliken partial charges, in e, on atoms 1 to 2: number 1, C, carries -0.6979; number 2, N, carries -0.4434


No. 8
C3H6N2O | ωB97M-V/def2-TZVPD

Output
Multiplicity ... 1
Energy above the lowest of the compared OMol25 structures with the same formula, charge and spin ... 5.3022 eV
Highest occupied orbital energy (spin up / spin down) ... -7.860 / -7.455 eV
Largest force on an atom ... 0.0219 hartree/bohr
Lowest unoccupied orbital energy (spin up / spin down) ... 0.032 / 0.224 eV

Geometry (Å):
N 1.68625 -0.40211 0.64115
C 0.67454 -0.09705 -0.24835
C -1.31685 -1.06212 -0.97600
O -1.53704 0.25245 -0.60614
C -0.54028 0.63914 0.23307
N -0.62534 1.40046 1.24069
H 2.56791 0.07179 0.50182
H 1.38598 -0.34139 1.60457
H 1.02385 0.24382 -1.22340
H -1.54681 -1.08499 -2.06118
H -0.17724 -1.28517 -0.52438
H -1.59498 1.66517 1.41815

These are the Mulliken partial charges, in e, on atoms 1 to 2: number 1, N, carries -0.4899; number 2, C, carries -0.2025


Repeat the first record exactly.
C3H6N2O | ωB97M-V/def2-TZVPD

Output
SMILES ... C/N=C/NC=O
Multiplicity ... 1
Energy above the lowest of the compared OMol25 structures with the same formula, charge and spin ... 2.0187 eV
Highest occupied orbital energy ... -9.022 eV
Largest force on an atom ... 0.0128 hartree/bohr
Lowest unoccupied orbital energy ... 0.879 eV

Geometry (Å):
C 0.35357 -1.86175 -1.23855
N 0.04141 -0.55032 -0.82198
C -0.66419 0.20799 -0.14043
N 0.02996 1.36599 0.30345
C -0.14123 1.87238 1.56720
O 0.74902 2.33812 2.24029
H 1.36277 -2.00929 -0.84148
H -0.26741 -2.69320 -0.88743
H 0.43148 -1.88488 -2.32875
H -1.71393 0.15486 0.19742
H 1.00696 1.24595 0.04605
H -1.18841 1.81417 1.90422

These are the Mulliken partial charges, in e, on atoms 1 to 2: number 1, C, carries -0.7043; number 2, N, carries -0.3131


Question: What is the largest force on an atom in the first record?
Answer: 0.0128 hartree/bohr


Question: The lowest largest force on an atom belongs to which entry?
Answer: number 4